The following is a quantum chemistry calculation of CH4BaO as an isolated structure in a non-equilibrium geometry, from OMol25.

The geometry in XYZ format:
```
7
Properties=species:S:1:pos:R:3:forces:R:3
Ba -0.495 -5.127 -0.895 0.0 0.2 0.1
C -0.210 1.009 -0.013 0.0 1.0 1.1
O 0.575 -0.107 0.414 -0.2 -0.7 -0.7
H -0.728 1.402 0.862 -0.3 0.0 0.0
H 0.400 1.849 -0.347 0.1 -0.2 -0.4
H -0.967 0.778 -0.761 0.4 -0.5 -0.1
H 1.426 0.195 0.740 -0.1 0.2 0.0
```
Positions in Å, forces in eV/Å.

Computed properties:
Highest occupied orbital energy = -0.564 hartree
2S+1 = 1
Gap between HOMO and LUMO = 5.21 eV
Charge = +2

Löwdin population analysis, charges in e, atoms 1 to 6: number 1, Ba, carries 1.99; number 2, C, carries -0.15; number 3, O, carries -0.15; number 4, H, carries 0.08; number 5, H, carries 0.09; number 6, H, carries 0.07

The following is a quantum chemistry calculation of CH4Br2N as an isolated structure in a non-equilibrium geometry, from OMol25.

The geometry in XYZ format:
```
8
Properties=species:S:1:pos:R:3:forces:R:3
C -0.488 -1.808 -0.778 0.6 -0.3 -2.3
N 0.199 0.491 -0.158 0.9 -0.5 -0.8
Br -2.276 -1.605 -1.142 0.8 0.2 0.7
Br 0.623 -2.074 -2.245 -0.5 0.2 0.8
H -0.096 -2.325 0.088 -0.3 0.6 0.6
H 0.926 1.222 -0.262 -0.6 -0.7 -0.7
H 0.160 0.349 0.808 -0.3 -0.3 1.9
H -0.703 0.761 -0.474 -0.6 0.9 -0.3
```
Positions in Å, forces in eV/Å.

Computed properties:
Highest occupied orbital energy (spin up / spin down) = -0.570 / -0.570 hartree
Energy above the lowest of the compared OMol25 structures with the same formula, charge and spin = 1.709 eV
2S+1 = 1
Gap between HOMO and LUMO (spin up / spin down) = 8.39 / 8.39 eV
Charge = +1

Löwdin population analysis, charges in e, atoms 1 to 6: number 1, C, carries -0.99; number 2, N, carries 0.09; number 3, Br, carries 0.89; number 4, Br, carries 0.83; number 5, H, carries 0.03; number 6, H, carries 0.10

The following is a quantum chemistry calculation of a 2-piece molecular cluster, CH4Br2Si overall in a non-equilibrium geometry, from OMol25.

The geometry in XYZ format:
```
8
Properties=species:S:1:pos:R:3:forces:R:3
C -1.843 0.427 -0.372 3.0 0.2 -1.4
Si -0.132 -0.474 0.274 -2.4 1.1 -1.1
Br -2.816 -0.513 -1.793 0.3 0.8 1.2
Br -2.674 1.541 0.914 -0.4 -0.4 -0.5
H -0.689 1.725 -1.451 -1.4 -1.5 1.3
H 0.901 0.000 -0.600 0.6 -0.7 -1.0
H -0.353 -1.898 0.581 0.2 0.0 -0.1
H 0.176 0.405 1.325 0.1 0.5 1.7
```
Positions in Å, forces in eV/Å.

Computed properties:
Highest occupied orbital energy (spin up / spin down) = -0.321 / -0.347 hartree
Energy above the lowest of the compared OMol25 structures with the same formula, charge and spin = 6.685 eV
2S+1 = 1
Gap between HOMO and LUMO (spin up / spin down) = 8.07 / 8.66 eV
Charge = 0

Löwdin population analysis, charges in e, atoms 1 to 6: number 1, C, carries -1.44; number 2, Si, carries 0.54; number 3, Br, carries 0.49; number 4, Br, carries 0.55; number 5, H, carries 0.15; number 6, H, carries -0.10

| no. | E (eV) |
| --- | --- |
| 1 | -3824.76746 |
| 2 | -142667.35277 |
| 3 | -149059.53664 |